Computed, not measured: a molecular structure, C18H24N5PbSeTe, with ωB97M-V/def2-TZVPD.

```
! RIJCOSX wB97M-V def2-TZVPD def2/J DEFGRID3
* xyz 1 1
Pb -2.669 -0.083 -0.494
N -3.150 -0.429 1.990
C -2.952 -1.718 2.702
C -3.788 -2.856 2.144
C -3.245 -3.484 0.869
N -3.517 -2.645 -0.307
H -2.565 0.279 2.428
H -4.106 -0.112 2.133
H -3.181 -1.584 3.762
H -1.896 -1.980 2.632
H -4.825 -2.530 2.002
H -3.830 -3.634 2.907
H -3.662 -4.488 0.756
H -2.161 -3.588 0.948
H -4.521 -2.554 -0.439
H -3.164 -3.100 -1.144
N -2.593 1.484 -4.507
C -2.373 0.809 -3.593
H -2.806 2.050 -5.304
C 0.093 2.503 2.801
N 0.649 2.446 1.466
C -0.037 2.524 0.314
Se -1.862 2.810 0.081
N 0.851 2.427 -0.692
C 2.134 2.237 -0.193
C 3.363 2.073 -0.809
C 4.453 1.894 0.023
C 4.319 1.878 1.416
C 3.089 2.050 2.028
C 2.000 2.236 1.190
H -0.917 2.900 2.739
H 0.703 3.162 3.416
H 0.081 1.502 3.234
H 0.574 2.463 -1.658
H 3.464 2.070 -1.885
H 5.433 1.757 -0.413
H 5.198 1.732 2.028
H 2.986 2.039 3.104
Te -0.143 -1.269 0.322
C 1.169 -1.082 -1.323
C 0.781 -0.602 -2.569
C 1.696 -0.546 -3.612
C 3.003 -0.976 -3.423
C 3.390 -1.457 -2.181
C 2.481 -1.507 -1.133
H -0.241 -0.288 -2.740
H 1.380 -0.184 -4.582
H 3.711 -0.943 -4.240
H 4.405 -1.798 -2.022
H 2.800 -1.887 -0.170
*
```

ΔE to the lowest compared entry with this formula, charge and spin	2.46	kcal per mole
HOMO-LUMO gap	7.462	eV
strongest force on any atom	0.22	eV/Å
LUMO level	-2.538	eV

Results of the natural (NBO) charge analysis, in e, for atoms 1 through 6: 0.94, -0.87, -0.22, -0.43, -0.23, -0.86